No. 1
4 unconnected molecules or ions with the total composition C17H19Cl2N3. Source: the Open Molecules 2025 dataset; level of theory: wB97M-V/def2-TZVPD.

Positions of all 41 atoms, in Å:
1 C -2.5730 -0.0098 -1.0281
2 C -3.4643 -0.4437 -0.0111
3 C -2.9049 -0.8921 1.1517
4 N -1.5205 -0.9663 1.3296
5 C -0.6849 -0.5885 0.2726
6 C -1.2007 -0.1109 -0.9478
7 H -2.9343 0.1952 -2.0250
8 H -4.5020 -0.6879 -0.1840
9 H -3.3846 -1.4023 1.9739
10 H 0.3916 -0.6278 0.3502
11 H -0.6278 0.1742 -1.8178
12 C 0.8114 2.8032 -5.2615
13 C 0.2093 1.6253 -4.6745
14 C 0.6667 0.3449 -5.0978
15 N 1.6560 0.2210 -6.0513
16 C 2.2425 1.3158 -6.4921
17 C 1.8285 2.5828 -6.1386
18 H 0.4469 3.8046 -5.0860
19 H -0.5038 1.7803 -3.8783
20 H 0.2706 -0.5582 -4.6575
21 H 2.9939 1.1808 -7.2561
22 H 2.2536 3.4496 -6.6227
23 C -2.4731 -1.9008 6.5061
24 C -1.9711 -3.1310 6.8896
25 C -1.0827 -3.8119 6.0942
26 N -0.6875 -3.3425 4.8793
27 C -1.1751 -2.1022 4.5019
28 C -2.0947 -1.3668 5.2824
29 H -2.9487 -1.2145 7.1911
30 H -2.2793 -3.4140 7.8853
31 H -0.7071 -4.7599 6.4500
32 H -0.7515 -1.7074 3.5902
33 H -2.3904 -0.4408 4.8117
34 Cl 3.1198 0.1488 0.9803
35 C 4.0927 1.0967 -0.1824
36 C 3.3825 2.4884 -0.2850
37 Cl 2.0058 2.2844 -1.4242
38 H 4.2156 0.6458 -1.1672
39 H 5.0665 1.2599 0.2792
40 H 4.0653 3.1527 -0.8146
41 H 3.1428 2.9252 0.6845

Forces on the atoms, in the same order (eV/Å):
C -0.953 -0.919 -0.407
C 0.839 -0.251 -0.818
C 3.690 -0.718 0.301
N 0.434 1.035 -2.311
C -2.334 0.048 0.959
C -0.724 -0.081 1.505
H -0.538 0.377 0.050
H -0.198 0.690 -0.193
H -0.640 0.345 -0.027
H 0.037 -0.364 0.676
H 0.426 -0.103 0.226
C -1.172 -2.382 0.832
C 1.475 0.370 -0.921
C 0.867 2.354 -0.613
N -1.079 -0.576 1.557
C -0.675 -0.485 -0.230
C 0.326 1.302 -0.565
H -0.018 -0.048 0.319
H -0.290 -0.356 -0.075
H -0.032 -0.129 -0.177
H 0.245 -0.029 0.017
H 0.347 -0.019 -0.094
C 0.652 1.223 -0.747
C -0.651 0.955 0.920
C -0.164 0.521 -1.481
N -0.682 1.370 0.782
C 0.195 -1.969 1.505
C 1.274 -1.143 -1.326
H -0.646 -0.442 0.210
H 0.328 -0.679 0.046
H 0.274 -0.158 -0.323
H -0.276 -0.031 -0.192
H -0.313 0.316 0.623
Cl 0.239 -0.494 -0.343
C -0.561 1.807 0.892
C 1.254 -1.089 -1.251
Cl -0.166 0.318 0.528
H -0.316 -0.219 0.291
H -0.004 -0.175 -0.031
H -0.032 0.125 0.109
H -0.437 -0.298 -0.225

Summary:
- Kohn-Sham gap (eV) = 10.01
- SMILES = c1ccncc1.c1ccncc1.c1ccncc1.ClCCCl
- net charge = 0
- LUMO level (eV) = 0.684
- HOMO level (eV) = -9.327
- ΔE to the lowest compared entry with this formula, charge and spin (kcal per mole) = 28.45

***

No. 2
A molecular structure, C17H19Cl3N2O7W. Source: the Open Molecules 2025 dataset; level of theory: wB97M-V/def2-TZVPD.

Positions of all 49 atoms, in Å:
1 C -0.8323 0.7635 -4.1989
2 C -1.7467 -0.2831 -3.8265
3 C -0.9823 -1.4011 -3.3457
4 C -3.2298 -0.2421 -3.9494
5 C 0.4046 -1.0758 -3.4274
6 C 0.5133 0.3183 -3.8382
7 C 1.6919 1.1857 -3.7310
8 C -1.1853 2.1004 -4.7321
9 C -1.5446 -2.7265 -2.9761
10 C 1.5216 -1.9938 -3.0815
11 W -0.6077 0.5303 -1.9139
12 Cl -4.1113 -2.5202 -0.0491
13 Cl -2.5559 1.7881 -1.6084
14 Cl 0.4838 -0.8126 -0.3225
15 H -3.6263 0.7456 -3.6965
16 H -3.7104 -0.9584 -3.2778
17 H -3.5811 -0.4627 -4.9664
18 H -2.5300 -2.6745 -2.4980
19 H -0.8978 -3.2556 -2.2667
20 H -1.6405 -3.3799 -3.8553
21 H 1.2352 -2.7044 -2.2968
22 H 2.4025 -1.4397 -2.7417
23 H 1.8173 -2.5883 -3.9546
24 H 2.6033 0.5562 -3.7123
25 H 1.6533 1.8492 -2.8444
26 H 1.7775 1.8026 -4.6446
27 H -2.2144 2.3737 -4.4855
28 H -1.0874 2.1144 -5.8265
29 H -0.5225 2.8719 -4.3214
30 O 0.3578 1.9546 -1.2187
31 H 0.8333 1.7541 -0.3904
32 O -0.5102 1.9317 2.6075
33 C 0.6909 1.8240 2.9239
34 O 1.7591 2.2018 2.3886
35 C 0.8956 1.0580 4.2431
36 C 2.1145 0.4183 4.5223
37 C 2.2884 -0.3100 5.7156
38 C 1.2595 -0.4063 6.6606
39 C 0.0427 0.2390 6.3904
40 C -0.1434 0.9656 5.1904
41 N -1.0352 0.1539 7.3451
42 O -0.8382 -0.4976 8.3945
43 O -2.1129 0.7304 7.0854
44 N 3.5451 -0.9701 5.9703
45 O 4.4478 -0.8886 5.1113
46 O 3.6780 -1.5977 7.0419
47 H 2.9415 0.4814 3.8179
48 H 1.3939 -0.9649 7.5789
49 H -1.1061 1.4412 5.0104

Forces on the atoms, in the same order (eV/Å):
C 0.680 -0.631 1.236
C 0.529 -0.464 -0.090
C -0.359 0.389 -0.713
C -0.598 0.021 -0.205
C -0.703 1.252 0.259
C -1.818 -1.085 0.050
C 1.681 0.593 -0.997
C 0.017 0.514 -0.316
C -0.129 -0.650 0.289
C 0.338 -0.218 0.189
W -1.404 -2.322 -1.020
Cl -0.015 -0.109 -0.312
Cl 0.004 0.114 0.050
Cl 0.045 0.059 0.180
H 0.140 -0.164 0.021
H 0.133 0.090 0.050
H 0.263 -0.090 0.002
H 0.167 0.177 0.061
H -0.107 0.188 -0.054
H 0.051 0.175 -0.009
H 0.067 0.311 -0.125
H -0.159 -0.139 0.027
H -0.086 0.127 -0.045
H -0.318 0.439 0.199
H 0.232 -0.389 -0.653
H 0.057 -0.058 0.338
H 0.158 -0.058 0.052
H 0.010 0.029 0.088
H -0.168 -0.095 -0.100
O 1.270 1.534 1.626
H -0.086 0.408 0.013
O 0.773 0.261 -0.077
C -0.289 0.027 -0.111
O -0.483 -0.079 -0.121
C 0.123 -0.607 1.117
C -0.102 -0.111 0.375
C -1.482 0.785 -0.398
C -0.154 0.077 -0.031
C 1.318 0.311 -1.460
C 0.288 -0.424 0.404
N -1.772 -0.056 1.410
O -0.379 1.055 -1.627
O 2.069 -1.084 0.555
N 1.947 -0.996 0.262
O -1.570 -0.146 1.549
O -0.159 0.961 -1.624
H -0.334 0.114 0.063
H -0.011 0.084 -0.177
H 0.326 -0.120 -0.198

Summary:
- Kohn-Sham gap (alpha / beta) (eV) = 5.23 / 5.23
- spin multiplicity = 3
- net charge = -2
- LUMO level (alpha / beta) (eV) = 3.248 / 3.248
- HOMO level (alpha / beta) (eV) = -1.985 / -1.987

***

Number 1: strongest force on any atom 3.771 eV/Å, E_tot -47450.426 eV. Number 2: strongest force on any atom 2.899 eV/Å, E_tot -74642.262 eV.